No. 1
11 unconnected molecules or ions with the total composition C35H80BrN11O26P2S, computed with ωB97M-V/def2-TZVPD.

Element x y z (Å)
H: 1.65252 -0.05581 -6.96726
H: -1.47377 -0.18635 -2.94579
H: -8.50255 3.09563 9.32666
H: -0.27249 -0.56064 6.79980
C: -0.11299 0.22724 4.63335
O: -0.82178 -5.81120 11.75543
H: -5.96979 -0.17998 7.60226
Br: -2.09391 0.78500 -8.32375
C: -1.51077 0.92980 -3.26282
H: 0.10580 1.22935 4.13174
N: 0.06035 -6.08230 12.55421
H: 4.17057 -1.66765 -3.39315
H: -8.23772 3.03071 7.48401
C: -1.37908 1.38705 6.70812
H: 0.96251 -3.09908 2.31354
H: 0.05747 2.96461 -5.52372
H: 3.95719 -2.84078 1.57174
H: -4.15561 0.27594 -2.63578
N: -1.60212 3.66736 -4.38751
H: 4.42966 3.10675 -8.71111
H: 2.96596 -1.22318 -1.34699
O: -7.71432 11.13004 7.66653
H: 5.65336 -4.68181 -3.39595
H: 3.01798 -2.98521 -3.92938
H: -0.92234 4.61286 1.58161
P: -0.94131 -1.55977 -5.64878
H: 1.24187 -3.54875 -0.00350
C: -0.01383 0.10753 -5.33007
H: -4.77242 1.87241 9.25307
H: 0.40924 -1.04765 -3.48976
N: 3.97636 -4.62269 -12.37445
N: -0.81724 -1.97178 10.45686
C: -2.05631 0.90030 8.11287
O: 8.78279 -2.51488 -16.19120
H: -2.07791 1.76184 8.87842
H: 2.99571 -1.49103 0.77101
H: 0.53265 -0.62607 2.14628
H: 2.22175 -1.48179 -5.47070
C: 3.04391 -1.92421 -3.46388
H: -0.36419 2.91967 1.76490
H: 1.32948 -2.07684 -1.88017
H: -0.84157 -7.68375 13.55086
C: -6.10690 0.96749 7.65180
H: -0.10976 -3.43425 11.77170
O: -7.38861 6.01872 6.81392
H: 4.81386 -6.26266 -3.48849
H: 5.38598 2.54520 -7.30315
H: -4.45859 2.48527 7.48114
O: -5.78354 4.58140 7.08613
O: -1.28033 4.76884 3.94946
N: 4.14396 -1.09575 -10.37386
O: 6.30589 -7.24480 -1.60768
C: -0.32677 -0.00444 -7.92551
C: -0.16328 0.43574 6.24755
H: 6.07029 -4.55280 -12.59603
H: -2.16677 -1.37122 -6.36541
H: -8.39343 8.31086 6.88125
C: 5.75994 -5.76014 -3.29055
H: 2.27561 -0.19478 2.60902
H: 0.81621 4.27419 1.85434
H: -1.57823 2.77454 -6.31667
H: 7.50307 -0.87316 -13.77217
O: 0.90401 -5.30731 12.97579
H: -0.89856 4.09369 -3.77154
C: -7.30613 1.28907 8.67860
H: 0.81097 0.92384 6.61266
O: -0.51928 1.64422 -2.48057
H: 2.47342 -2.18151 -9.68758
C: -1.02766 2.63955 -5.30672
O: -9.44515 10.64272 6.44675
C: -4.67313 1.57545 8.15479
H: 2.69429 -2.13540 -11.46547
P: -3.31356 1.43431 -2.80620
C: -1.19996 1.12266 -4.84915
C: 1.43535 -0.95229 2.76482
O: 2.90859 -4.09396 -12.64915
H: 2.52196 -2.80475 3.36832
N: 3.29397 2.47215 -7.07461
O: 0.04911 -0.94186 -8.68329
C: -8.53036 8.96305 7.74261
H: -1.16546 -0.14759 4.34134
O: 7.28375 -3.06726 -14.71974
C: 2.74197 -1.56109 -10.54068
H: 0.24957 -8.13297 12.19327
C: -6.31428 5.20304 4.92821
C: 2.39301 -3.63691 0.10558
H: -2.15794 0.73032 -5.37785
H: -0.71859 -1.92953 12.54489
H: 7.92303 -0.20624 -15.38184
O: 6.27627 -5.12737 -1.12338
C: 4.51569 3.11412 -7.62503
N: 6.14664 -6.06854 -1.88890
N: -6.51250 5.27418 6.39939
O: 4.12109 -5.62559 -11.69674
H: 0.93598 -7.57672 13.75254
O: 3.44726 1.46948 -6.38980
O: 2.21976 3.00013 -7.35054
C: -7.75464 2.84128 8.50257
H: 5.12082 -3.98159 -14.00303
H: 1.85710 -0.82029 5.04317
H: 3.13477 -0.05487 -4.70125
H: -7.70154 8.85859 8.44022
C: 2.46221 -2.02996 -1.99142
C: -3.58974 0.41448 7.91444
O: 1.74201 2.41517 -3.68687
H: -0.97451 2.44507 6.93245
S: 1.05920 1.24243 -2.98893
H: 2.10614 -0.67791 -10.58984
H: -2.00726 4.39236 -5.01094
H: -3.67937 0.07095 6.82139
H: -6.31999 1.32665 6.57997
H: -1.33301 -1.99829 -4.31702
H: 0.86582 1.58931 -6.93017
C: -0.20349 3.95456 2.06588
C: 0.97743 -0.92103 4.31408
O: 1.83345 1.02581 -1.71373
H: 9.21815 -0.80797 -14.28830
H: -1.47099 0.04450 8.61371
H: -2.22229 1.44601 5.92517
O: 4.59867 -0.38235 -11.25686
C: 0.67010 0.47994 -6.72350
H: 4.14939 -3.27017 -1.23487
C: 2.91323 -2.55738 1.17202
C: 1.90994 -2.47306 2.45336
H: 5.24275 -2.96492 -12.52470
N: -8.56480 10.36309 7.24455
H: -9.47978 8.76781 8.23975
H: -5.29207 5.51660 4.71901
H: -3.80410 2.35150 -3.79390
C: 0.10656 -7.48106 13.05421
H: 2.63133 -4.67632 0.51934
H: 6.55045 -6.13517 -3.93949
C: 2.37944 -0.89636 -4.48340
C: 3.00996 -3.44036 -1.36788
H: 0.45648 -1.93667 4.50832
H: -6.94800 1.16036 9.75527
N: 8.07488 -2.28602 -15.22680
O: -0.01896 -2.66199 -6.20378
C: 0.98560 -0.24692 -4.10093
H: -7.02821 5.86793 4.44540
N: -0.40050 4.02948 3.53748
O: 0.23134 -1.40866 10.18769
H: -6.82159 3.49449 8.60481
H: 4.55464 4.13170 -7.23786
H: -6.48149 4.17037 4.62382
H: -1.87068 -3.12487 11.86990
O: -3.21069 2.20625 -1.46314
H: -8.21025 0.60039 8.52575
H: -3.87550 -0.47990 8.56823
O: -1.80985 -2.00885 9.74642
O: 4.74064 -1.45658 -9.37217
H: 2.85734 -4.32595 -2.07126
C: -0.88647 -2.67233 11.76554
C: 5.20231 -3.98059 -12.91747
C: 8.18733 -0.93515 -14.61669
O: 0.33547 3.34231 4.22715

Output
multiplicity: 1
E: -7593.80244 Eh
SMILES: CCCCCCCCCCCCCCCCCC[C@@H]1[C@@](CC(=O)Br)([PH2]=O)[C@H](CN)[C@H]([PH2]=O)OS1(=O)=O.C[N+](=O)[O-].C[N+](=O)[O-].C[N+](=O)[O-].C[N+](=O)[O-].C[N+](=O)[O-].C[N+](=O)[O-].C[N+](=O)[O-].C[N+](=O)[O-].C[N+](=O)[O-].C[N+](=O)[O-]
LUMO: -0.75 eV

These are the Löwdin partial charges, in e, on atoms 1 to 2: H 0.12; H 0.11

No. 2
4 unconnected molecules or ions with the total composition C35H80BrNOP2, computed with ωB97M-V/def2-TZVPD.

Element x y z (Å)
H: 2.15251 -0.34575 -4.74756
H: -1.43673 -4.22517 -2.49687
C: -2.01722 5.85726 3.62640
H: -0.79196 7.31685 2.62350
C: 2.14916 0.64563 -4.29865
H: 2.36704 3.10176 -3.67839
O: 3.20872 1.47629 -6.28384
H: 2.44678 4.32293 0.89744
H: 4.24873 3.46371 2.39700
C: -2.58212 1.00868 1.24526
H: 1.81945 3.15827 2.04109
P: -0.48918 -5.41409 -0.19082
H: 0.61851 -1.21710 1.09806
C: -2.69896 6.92131 4.47700
C: 0.09952 6.38444 -3.28081
H: -4.11707 -7.54621 1.21663
C: -3.25224 6.46951 5.81989
H: 2.96809 3.43243 4.61908
H: -1.73362 3.78062 0.33930
C: -0.06824 -5.82070 -1.88420
H: 4.47669 4.38445 4.65143
H: -2.12941 3.11284 2.80947
H: -0.29882 5.51698 -3.80300
H: 0.96126 -5.48681 -2.02735
N: 2.64151 3.06782 -4.69044
C: 3.83437 3.92474 -4.95862
H: -2.48683 5.97185 6.41353
H: -0.40756 1.16002 1.29025
H: -0.14983 -0.89993 -0.43349
H: -3.30982 -9.99124 1.17197
H: 2.32860 -0.99947 -1.39984
H: 1.70764 6.22084 2.46301
C: -1.27193 1.38463 1.92547
H: 1.15579 -3.06730 -1.22537
C: -3.67969 -8.00901 0.32241
H: 2.61664 0.61160 -3.31406
H: -3.99096 5.67584 5.64289
C: 4.39731 -7.35988 0.71540
C: -2.12584 -6.01187 0.20184
C: 0.82262 -2.88410 -0.19386
C: 0.75811 -6.06554 0.95105
H: 3.17787 -6.42770 2.29964
C: -1.19620 2.86823 2.29721
C: 0.71918 -1.38521 0.01799
H: 4.70361 3.45762 -4.50645
H: -4.05077 -5.26396 -3.04966
H: -1.90399 7.65087 4.70789
H: -4.26766 -7.60071 -0.50599
H: -2.60875 1.36086 0.20885
H: -3.40124 7.53303 3.90452
H: -2.13473 6.77073 1.65010
H: 4.99705 -7.99887 1.36735
H: -0.83810 -3.49195 1.11148
H: 2.84120 -0.76751 0.18402
H: 0.43817 -7.02375 1.36749
C: 1.24632 5.23045 2.39520
H: -1.61336 -7.97768 1.03110
H: -1.99484 6.82496 -0.55645
H: -2.72372 -0.07096 1.20486
H: 2.68083 -5.22099 0.22344
H: 1.64722 -3.29762 0.39227
H: -0.16782 3.27547 0.50663
C: 2.24674 4.15921 1.96068
C: -0.47419 -3.62050 0.08696
H: 1.87288 3.41904 -5.26745
C: -3.86289 -9.51669 0.36173
H: -0.65050 8.04614 -2.10217
H: -3.43695 1.48004 1.73252
H: -1.29511 -3.25328 -0.54220
C: 3.57961 4.27637 2.68089
H: -2.74727 5.07235 3.40816
H: -0.39107 -4.78167 -3.71490
C: -2.08542 -6.08013 -3.47396
H: -1.15335 0.79159 2.83450
C: 3.09079 -7.00777 1.37535
H: 1.81519 0.44423 -0.64372
H: 0.27773 7.27971 0.19402
H: -0.41811 2.99468 3.05554
H: 5.00423 -6.50897 0.40976
C: 2.78741 1.64748 -5.19052
H: -1.79525 -7.91800 -0.69409
C: -1.39074 6.43069 2.37497
H: 0.43899 7.12649 -4.00323
C: -3.35941 -5.34451 -3.89165
H: -1.26980 5.35743 4.25441
H: 1.08278 0.85269 -4.16552
C: 1.95214 -0.61880 -0.43403
H: -3.56366 -9.95138 -0.59363
C: 0.03397 6.26692 -0.14497
H: 0.95945 6.10796 -2.66984
H: -3.77810 7.28400 6.30542
C: -1.01587 -5.15395 -2.89860
H: -3.86310 -5.82945 -4.72333
H: -3.13620 -4.32286 -4.20779
H: 3.98494 3.96285 -6.03328
H: 0.73998 -5.39065 1.81560
Br: 1.77575 3.17560 -1.55613
H: 0.86836 5.00793 3.40101
H: 4.08835 5.20440 2.40138
C: 3.48568 4.30589 4.21016
H: 2.89773 5.15291 4.57650
H: -1.89746 7.12613 -2.91484
P: -0.24725 5.39085 1.42174
C: 2.18744 -6.17492 0.44886
C: -0.94914 3.77803 1.09751
H: -0.06543 -6.89765 -2.06192
H: 3.63950 4.91207 -4.55561
C: -0.95607 7.03098 -2.37349
H: -2.29810 -6.87766 -2.75748
H: -1.53081 5.26974 -1.26354
H: 0.91152 5.75497 -0.55169
H: -4.91392 -9.76511 0.50484
H: 4.24130 -7.99689 -0.15993
H: -1.71324 -6.54705 -4.38744
H: 2.27500 -6.59431 -0.56489
H: -2.78056 -5.68139 -0.61707
C: -1.18429 6.28406 -1.05272
C: -2.23611 -7.54919 0.24334
H: 2.52662 -7.89989 1.66205
H: -2.59603 -5.58326 1.09009

Output
energy relative to the best compared isomer or geometry (same formula, charge and spin): 0.00 kJ/mol
multiplicity: 1
E: -4767.87087 Eh
charge: +2
LUMO: -3.93 eV

These are the Löwdin partial charges, in e, on atoms 1 to 2: H 0.10; H 0.09

Number 1: strongest force on any atom 7.08 eV/Å. Number 2: strongest force on any atom 1.80 eV/Å.